The following is a DFT calculation (ωB97M-V with the def2-TZVPD basis set) of 15 unconnected molecules or ions with the total composition C27H28Cl56NO.

Properties
* DFT total energy: -26945.9065 Eh
* multiplicity: 1
* maximum force: 0.35 eV Å⁻¹
* Kohn-Sham gap: 8.54 eV
* net charge: +1

Last column: Mulliken charge in e.
Atoms and positions in Å:
1 H 7.701 -6.366 -4.745  0.3348
2 H 4.861 -2.511 -1.162  0.3381
3 H 4.647 -0.980 -3.108  0.1255
4 C 7.567 7.207 -6.965  0.2331
5 Cl -0.892 4.315 4.159  -0.0861
6 H 2.476 -0.618 -1.129  0.2806
7 Cl 8.633 5.847 -6.559  -0.0658
8 C -8.414 1.107 9.837  0.2514
9 Cl -9.432 1.434 11.238  -0.0422
10 C 3.584 -0.737 -2.960  -0.3909
11 H 2.475 -2.256 -6.553  0.6500
12 Cl -11.528 -7.785 9.097  0.0372
13 Cl 4.292 2.447 -4.718  -0.0587
14 H 3.352 -6.311 -5.745  0.4175
15 Cl 12.456 8.159 -5.725  -0.0943
16 Cl -3.076 6.144 3.750  -0.0570
17 C 6.788 -3.543 -6.966  -0.9979
18 Cl -4.939 5.759 9.389  -0.1047
19 C 2.969 -2.694 -4.511  -0.0924
20 C 3.101 -1.353 -1.635  -0.1250
21 Cl -13.176 2.740 11.121  -0.0701
22 C -14.568 -7.162 12.095  0.2987
23 Cl -9.430 1.015 8.391  -0.0829
24 C -2.043 4.950 2.975  0.3494
25 H 3.881 -6.010 -7.363  0.3331
26 H 4.913 -0.855 -0.545  0.2804
27 Cl -13.321 -6.145 12.825  -0.0844
28 Cl 11.230 7.926 -8.319  -0.0493
29 Cl -7.241 2.413 9.635  -0.0465
30 H 5.520 -6.153 -5.323  0.2265
31 Cl -3.326 4.995 7.119  -0.0520
32 Cl 3.899 9.229 -10.244  -0.1045
33 Cl 7.441 5.160 -0.289  -0.0916
34 Cl -12.583 -4.229 9.705  0.0574
35 C -11.198 -3.343 9.069  0.2286
36 Cl 5.663 10.399 -8.292  -0.0255
37 C -12.396 4.321 11.254  0.3081
38 Cl -11.626 -2.627 7.508  -0.1171
39 H 1.866 -4.678 -5.882  0.3082
40 H 7.983 -2.381 -5.737  0.4479
41 Cl -11.179 -10.444 10.142  -0.0894
42 Cl 4.131 2.347 -7.598  -0.0891
43 C 4.260 -1.716 -0.708  -1.2859
44 Cl -11.066 4.412 10.100  -0.0413
45 Cl 12.701 10.308 -7.633  -0.0927
46 Cl 6.477 4.381 -2.894  0.0369
47 Cl 1.353 3.299 1.355  -0.0004
48 Cl 1.487 0.422 1.413  -0.1130
49 C 4.382 10.741 -9.459  0.3249
50 Cl -10.744 -2.062 10.192  -0.0494
51 H 7.336 -4.312 -3.872  0.2306
52 H 3.497 0.347 -2.882  0.1933
53 N 7.313 -3.139 -5.611  0.1070
54 O 7.446 -5.771 -6.701  -0.5111
55 C 3.776 -5.535 -6.383  -0.9810
56 H 2.114 -3.259 -4.135  0.3740
57 Cl 14.104 7.826 -8.071  -0.0964
58 Cl 6.509 3.352 -6.290  0.0487
59 C -4.896 5.615 7.629  0.3291
60 Cl -7.575 -0.427 10.064  -0.0823
61 H 4.131 -2.706 -6.305  -0.2547
62 Cl -9.837 -4.450 8.853  -0.1160
63 H 1.737 -0.996 -4.019  0.2601
64 C 5.194 2.209 -6.208  0.1282
65 C 7.725 5.290 -2.022  0.2576
66 C 3.110 -2.965 -6.014  -0.4466
67 Cl -11.764 4.525 12.892  -0.0935
68 Cl 5.878 0.536 -6.184  -0.0967
69 H 9.137 -5.840 -5.615  0.3698
70 Cl 7.377 7.297 -8.713  -0.0555
71 C -16.925 -3.210 10.250  0.3260
72 C 7.945 -4.236 -4.770  -0.4954
73 Cl -6.165 4.506 7.106  -0.0820
74 C 2.733 -4.377 -6.476  -0.8251
75 Cl 3.182 1.978 3.150  -0.1060
76 C -11.388 -9.489 8.672  0.2825
77 Cl -14.681 -6.798 10.370  -0.0673
78 Cl 8.284 8.701 -6.369  -0.0523
79 Cl -15.838 -3.096 8.863  -0.0719
80 Cl -13.573 5.590 10.912  -0.1068
81 C 2.799 -1.199 -4.186  -0.7351
82 C 8.083 -5.622 -5.451  -0.5512
83 Cl 4.977 11.870 -10.675  -0.0927
84 Cl -1.159 5.707 1.640  -0.1113
85 Cl 2.993 11.439 -8.627  -0.0948
86 H 3.908 -2.071 0.260  0.3527
87 H 2.500 -2.250 -1.806  0.2603
88 H 6.028 -2.820 -7.248  0.3630
89 H 7.613 -3.481 -7.675  0.4589
90 Cl -5.160 7.204 6.900  -0.0995
91 C 6.291 -4.970 -6.889  0.3238
92 Cl -16.120 -6.845 12.874  -0.0747
93 Cl -9.991 -9.725 7.612  -0.1135
94 Cl 5.988 6.964 -6.209  -0.0699
95 C 5.189 -5.252 -5.845  -0.0868
96 H 8.924 -3.869 -4.469  0.4861
97 Cl -14.136 -8.862 12.294  -0.0823
98 H 3.090 -0.593 -5.052  0.3022
99 H 3.847 -3.079 -3.973  0.1816
100 H 6.540 -2.737 -5.077  0.0298
101 H 2.362 -4.313 -7.500  0.3920
102 H 5.142 -4.467 -5.085  -0.1462
103 Cl -18.013 -1.820 10.266  -0.1015
104 Cl -15.963 -3.229 11.732  -0.0703
105 H 5.928 -5.229 -7.886  0.5673
106 Cl -3.026 3.626 2.345  -0.0966
107 Cl 9.310 4.610 -2.417  -0.1114
108 Cl 3.683 1.951 0.312  -0.0799
109 Cl 7.675 6.980 -2.517  -0.0602
110 Cl -12.856 -10.005 7.837  -0.0981
111 Cl -17.869 -4.697 10.141  -0.0829
112 C 12.628 8.557 -7.440  0.3349
113 C 2.422 1.916 1.560  0.2720

Cartesian forces (eV/Å) of the 6 atoms listed first:
0.0 0.0 0.0
0.0 0.0 0.1
0.0 0.1 0.0
0.0 0.0 0.0
0.0 0.0 0.0
-0.2 -0.1 0.0